6 unconnected molecules or ions with the total composition C14H30BCl10O. Source: the Open Molecules 2025 dataset; level of theory: ωB97M-V/def2-TZVPD.

As for the total energy: -5253.3197 Ha. Its net charge is -1. The value obtained for the highest occupied orbital energy is -2.36 eV.

Each line ends with the Löwdin charge.
Geometry (Å):
C1 2.089 -1.479 0.799  -0.30
C2 2.629 -2.760 0.497  -0.09
B1 3.604 -3.008 -0.806  -0.64
O1 5.050 -2.879 -0.435  -0.16
C3 5.426 -1.604 0.011  -0.33
C4 5.455 -0.498 -1.091  -0.09
H1 1.229 -1.056 0.321  -0.09
H2 2.623 -0.937 1.578  -0.05
H3 2.419 -3.575 1.215  0.05
H4 3.441 -4.170 -1.183  0.03
H5 3.351 -2.313 -1.758  0.00
H6 6.466 -1.702 0.388  0.10
H7 4.844 -1.243 0.881  0.09
H8 5.022 0.424 -0.670  0.05
H9 5.004 -0.802 -2.040  0.05
H10 6.513 -0.255 -1.312  0.05
Cl1 3.835 3.220 1.166  0.53
C5 2.113 3.478 1.562  -0.67
C6 1.599 2.474 2.565  -0.65
Cl2 1.512 0.824 1.891  0.65
H11 1.546 3.437 0.635  0.00
H12 2.031 4.485 1.972  0.07
H13 0.589 2.749 2.872  0.05
H14 2.228 2.440 3.452  0.04
Cl3 -1.455 0.733 3.812  0.55
C7 -1.043 -0.388 5.131  -0.65
C8 -0.331 0.301 6.269  -0.66
Cl4 1.304 0.844 5.819  0.57
H15 -0.442 -1.192 4.709  0.08
H16 -1.980 -0.812 5.490  0.07
H17 -0.215 -0.393 7.101  0.07
H18 -0.888 1.167 6.620  0.06
Cl5 1.703 -0.340 -1.596  0.72
C9 1.087 0.737 -2.886  -0.63
C10 1.068 2.184 -2.463  -0.63
Cl6 -0.159 2.506 -1.199  0.53
H19 0.094 0.396 -3.171  0.02
H20 1.750 0.618 -3.745  0.07
H21 0.813 2.819 -3.312  0.06
H22 2.038 2.499 -2.079  0.07
Cl7 -5.384 1.085 -1.521  0.54
C11 -4.287 2.482 -1.682  -0.66
C12 -3.724 2.606 -3.076  -0.66
Cl8 -2.592 1.291 -3.463  0.56
H23 -3.498 2.378 -0.940  0.06
H24 -4.870 3.370 -1.441  0.07
H25 -3.166 3.539 -3.163  0.07
H26 -4.512 2.606 -3.826  0.06
Cl9 -5.879 -5.069 -1.298  0.54
C13 -6.466 -3.972 -2.573  -0.67
C14 -6.459 -2.529 -2.135  -0.68
Cl10 -7.675 -2.204 -0.871  0.52
H27 -7.463 -4.296 -2.862  0.06
H28 -5.802 -4.097 -3.428  0.07
H29 -6.701 -1.886 -2.980  0.07
H30 -5.486 -2.232 -1.748  0.06

A molecular structure, C27H73HgN6O7. Source: the Open Molecules 2025 dataset; level of theory: ωB97M-V/def2-TZVPD.

As for the total energy: -2080.4327 Ha. The relative energy (zero: lowest compared OMol25 entry of this formula, charge and spin) is 523.6 kJ/mol. Its net charge is +1. The value obtained for the highest occupied orbital energy is -10.88 eV.

Each line ends with the Löwdin charge.
Geometry (Å):
Hg1 4.857 0.052 -2.243  0.45
C1 -1.834 -0.909 0.337  -0.02
C2 -1.079 -1.128 -0.985  -0.43
C3 -1.938 -0.658 -2.176  -0.04
O1 0.218 -0.551 -1.017  0.12
H1 -2.786 -1.439 0.359  0.10
H2 -1.970 0.153 0.541  0.10
H3 -1.198 -1.307 1.127  0.09
H4 -0.918 -2.203 -1.052  0.20
H5 -1.947 0.402 -2.429  0.09
H6 -2.945 -1.070 -2.104  0.09
H7 -1.672 -1.114 -3.130  0.08
C4 8.478 -0.683 -7.127  -0.06
C5 7.207 -0.532 -6.265  -0.42
C6 6.495 -1.873 -6.452  -0.22
O2 5.276 -1.787 -5.700  -0.27
C7 4.272 -2.807 -6.075  -0.06
N1 7.547 -0.347 -4.853  0.04
H8 8.968 0.290 -7.158  0.08
H9 8.175 -1.055 -8.106  0.08
H10 9.166 -1.467 -6.811  0.08
H11 6.504 0.273 -6.480  0.15
H12 7.113 -2.692 -6.083  0.13
H13 6.186 -2.003 -7.489  0.12
H14 4.213 -2.903 -7.159  0.08
H15 3.381 -2.378 -5.616  0.08
H16 4.591 -3.769 -5.674  0.08
H17 8.353 -0.888 -4.573  0.08
H18 7.955 0.576 -4.891  0.07
C8 2.321 0.987 6.787  -0.02
C9 1.395 1.095 5.520  -0.46
C10 0.703 2.460 5.241  -0.21
O3 -0.113 2.991 6.261  -0.16
C11 -1.282 2.164 6.539  -0.08
N2 2.056 0.608 4.391  0.04
H19 1.964 1.711 7.520  0.07
H20 3.380 1.167 6.603  0.07
H21 2.168 -0.031 7.145  0.07
H22 0.579 0.389 5.675  0.12
H23 0.276 2.443 4.238  0.11
H24 1.504 3.200 5.218  0.13
H25 -1.913 2.627 7.298  0.09
H26 -1.182 1.141 6.903  0.08
H27 -1.952 2.082 5.683  0.08
H28 2.801 1.167 3.999  0.09
H29 1.344 0.643 3.675  0.07
C12 -2.269 8.193 -1.313  -0.08
C13 -2.473 7.291 -0.124  -0.42
C14 -2.845 5.820 -0.452  -0.21
O4 -4.118 5.684 -1.063  -0.20
C15 -4.776 4.385 -0.972  -0.07
N3 -1.260 7.420 0.683  0.03
H30 -1.543 7.837 -2.044  0.07
H31 -1.842 9.177 -1.122  0.08
H32 -3.212 8.371 -1.830  0.08
H33 -3.326 7.658 0.446  0.14
H34 -2.733 5.164 0.412  0.10
H35 -2.206 5.291 -1.159  0.12
H36 -5.839 4.583 -1.109  0.09
H37 -4.547 3.921 -0.013  0.08
H38 -4.497 3.737 -1.803  0.07
H39 -1.217 6.639 1.323  0.06
H40 -0.439 7.323 0.102  0.07
C16 1.312 3.216 -7.138  -0.06
C17 1.960 4.255 -6.246  -0.46
C18 1.174 5.556 -6.100  -0.22
O5 1.074 6.096 -7.400  -0.18
C19 0.033 7.066 -7.483  -0.10
N4 2.248 3.688 -4.929  0.04
H41 1.892 2.305 -7.288  0.08
H42 0.854 3.454 -8.098  0.08
H43 0.494 2.800 -6.550  0.07
H44 2.926 4.420 -6.724  0.14
H45 1.832 6.199 -5.514  0.13
H46 0.215 5.357 -5.622  0.13
H47 0.025 7.609 -8.429  0.09
H48 0.201 7.887 -6.786  0.08
H49 -0.946 6.634 -7.277  0.09
H50 2.419 4.455 -4.295  0.06
H51 1.346 3.335 -4.642  0.06
C20 0.318 -6.802 3.295  -0.09
C21 1.176 -6.102 4.279  -0.43
C22 2.106 -7.034 5.137  -0.17
O6 1.920 -7.032 6.560  -0.19
C23 2.245 -5.778 7.168  -0.10
N5 2.045 -5.096 3.600  0.02
H52 -0.371 -6.113 2.807  0.07
H53 -0.326 -7.499 3.831  0.09
H54 0.899 -7.319 2.531  0.09
H55 0.511 -5.496 4.895  0.12
H56 3.164 -6.875 4.932  0.11
H57 2.064 -8.063 4.780  0.12
H58 1.464 -5.092 6.842  0.07
H59 3.191 -5.391 6.792  0.09
H60 2.169 -5.858 8.252  0.09
H61 1.438 -4.499 3.057  0.05
H62 2.419 -4.443 4.274  0.06
C24 -5.849 -3.502 4.698  -0.06
C25 -6.957 -4.575 4.390  -0.42
C26 -6.711 -5.335 3.083  -0.19
O7 -6.589 -4.475 1.889  -0.20
C27 -6.589 -5.224 0.674  -0.12
N6 -7.055 -5.505 5.540  0.04
H63 -5.876 -2.588 4.104  0.07
H64 -4.828 -3.875 4.627  0.07
H65 -6.013 -3.234 5.742  0.06
H66 -7.858 -4.051 4.071  0.13
H67 -7.462 -6.105 2.911  0.12
H68 -5.747 -5.788 3.317  0.11
H69 -5.745 -5.895 0.511  0.08
H70 -6.688 -4.569 -0.191  0.08
H71 -7.506 -5.812 0.652  0.08
H72 -7.466 -5.004 6.315  0.07
H73 -6.129 -5.826 5.787  0.07

A molecular structure, C10H13AuNO2. Source: the Open Molecules 2025 dataset; level of theory: ωB97M-V/def2-TZVPD.

As for the total energy: -729.6460 Ha. The relative energy (zero: lowest compared OMol25 entry of this formula, charge and spin) is 0.0 kJ/mol. Its net charge is -1. The value obtained for the highest occupied orbital energy (alpha / beta) is -4.04 / -3.66 eV. Its expectation value of S² is 2.057. Its spin multiplicity is 3.

Each line ends with the Löwdin charge.
Geometry (Å):
C1 0.952 -1.250 -2.027  -0.15
C2 -0.343 -1.538 -2.537  -0.14
C3 -1.103 -2.135 -1.483  -0.09
C4 -0.274 -2.211 -0.315  -0.14
C5 1.001 -1.670 -0.663  -0.13
Au1 0.171 1.350 1.385  0.81
C6 -1.305 1.855 -0.975  0.02
C7 0.100 1.803 -1.113  -0.65
C8 0.751 2.304 -2.212  0.01
N1 0.902 0.973 -0.351  -0.20
H1 -2.122 -2.515 -1.553  0.08
H2 -0.679 -1.369 -3.562  0.07
H3 -0.553 -2.574 0.663  0.07
H4 1.853 -1.566 0.011  0.09
H5 1.767 -0.772 -2.580  0.09
H6 -1.830 2.156 -1.875  0.03
H7 1.842 1.389 -0.447  0.02
H8 -1.884 1.495 -0.104  0.04
H9 0.151 2.469 -3.082  0.03
H10 1.828 2.220 -2.223  0.04
C9 -3.141 0.196 3.531  -0.04
C10 -1.879 0.305 2.716  -0.73
O1 -1.258 1.465 2.876  -0.29
O2 -1.473 -0.622 1.991  -0.08
H11 -3.820 1.014 3.278  0.07
H12 -2.871 0.285 4.585  0.07
H13 -3.642 -0.752 3.362  0.07

Question: Look up the net charge of the first one.
Answer: -1

Question: What is the net charge in the first record?
Answer: -1

Repeat the third record exactly.
A molecular structure, C10H13AuNO2. Source: the Open Molecules 2025 dataset; level of theory: ωB97M-V/def2-TZVPD.

As for the total energy: -729.6460 Ha. The relative energy (zero: lowest compared OMol25 entry of this formula, charge and spin) is 0.0 kJ/mol. Its net charge is -1. The value obtained for the highest occupied orbital energy (alpha / beta) is -4.04 / -3.66 eV. Its expectation value of S² is 2.057. Its spin multiplicity is 3.

Each line ends with the Löwdin charge.
Geometry (Å):
C1 0.952 -1.250 -2.027  -0.15
C2 -0.343 -1.538 -2.537  -0.14
C3 -1.103 -2.135 -1.483  -0.09
C4 -0.274 -2.211 -0.315  -0.14
C5 1.001 -1.670 -0.663  -0.13
Au1 0.171 1.350 1.385  0.81
C6 -1.305 1.855 -0.975  0.02
C7 0.100 1.803 -1.113  -0.65
C8 0.751 2.304 -2.212  0.01
N1 0.902 0.973 -0.351  -0.20
H1 -2.122 -2.515 -1.553  0.08
H2 -0.679 -1.369 -3.562  0.07
H3 -0.553 -2.574 0.663  0.07
H4 1.853 -1.566 0.011  0.09
H5 1.767 -0.772 -2.580  0.09
H6 -1.830 2.156 -1.875  0.03
H7 1.842 1.389 -0.447  0.02
H8 -1.884 1.495 -0.104  0.04
H9 0.151 2.469 -3.082  0.03
H10 1.828 2.220 -2.223  0.04
C9 -3.141 0.196 3.531  -0.04
C10 -1.879 0.305 2.716  -0.73
O1 -1.258 1.465 2.876  -0.29
O2 -1.473 -0.622 1.991  -0.08
H11 -3.820 1.014 3.278  0.07
H12 -2.871 0.285 4.585  0.07
H13 -3.642 -0.752 3.362  0.07

Question: The highest net charge belongs to which entry?
Answer: C27H73HgN6O7